(1)
{
  "formula": "C5H14N2",
  "method": "the ωB97M-V functional and the def2-TZVPD basis",
  "elements": ["C", "N", "C", "C", "C", "C", "N", "H", "H", "H", "H", "H", "H", "H", "H", "H", "H", "H", "H", "H", "H"],
  "positions_angstrom": [[1.977, -0.425, 2.058], [0.746, -0.104, 2.268], [-0.424, -0.608, 1.403], [-0.852, 0.508, 0.398], [-0.628, -0.021, -1.026], [0.746, -0.476, -1.500], [-1.177, 1.029, -2.047], [2.659, 0.255, 2.547], [2.262, -1.223, 1.390], [0.445, 0.258, 3.169], [-0.072, -1.526, 0.943], [-1.088, -0.778, 2.244], [-1.927, 0.623, 0.502], [-0.164, 1.327, 0.575], [-1.435, -0.760, -1.194], [0.979, -1.423, -0.997], [0.701, -0.715, -2.559], [1.525, 0.265, -1.306], [-0.852, 1.989, -1.914], [-2.194, 0.986, -1.901], [-1.227, 0.820, -3.051]],
  "e_above_lowest_kcal_mol": 27.6,
  "homo_ev": -20.67,
  "total_charge": 2,
  "lumo_ev": -8.796
}

---

(2)
{
  "formula": "C5H14N2O",
  "method": "the ωB97M-V functional and the def2-TZVPD basis",
  "elements": ["N", "C", "C", "C", "C", "N", "C", "O", "H", "H", "H", "H", "H", "H", "H", "H", "H", "H", "H", "H", "H", "H"],
  "positions_angstrom": [[0.910, -1.951, -3.131], [1.456, -1.665, -1.830], [0.495, -1.401, -0.561], [-0.072, 0.064, -0.421], [-0.154, 0.567, 1.047], [-1.175, -0.121, 1.822], [-0.349, 2.133, 0.985], [-1.027, 2.572, 2.102], [0.707, -2.933, -3.136], [0.043, -1.611, -3.465], [2.159, -2.582, -1.613], [2.203, -0.739, -1.852], [-0.351, -2.153, -0.701], [1.116, -1.759, 0.242], [0.438, 0.824, -0.947], [-1.082, 0.254, -0.800], [0.831, 0.464, 1.750], [-0.858, -1.084, 2.045], [-2.028, 0.058, 1.567], [-0.847, 2.673, 0.195], [0.659, 2.493, 0.988], [-1.171, 1.826, 2.762]],
  "e_above_lowest_kcal_mol": 79.9,
  "homo_ev": -9.19,
  "lumo_ev": 0.928
}

---

(3)
{
  "formula": "C5H14N2O",
  "method": "the ωB97M-V functional and the def2-TZVPD basis",
  "elements": ["C", "N", "C", "C", "N", "C", "C", "O", "H", "H", "H", "H", "H", "H", "H", "H", "H", "H", "H", "H", "H", "H"],
  "positions_angstrom": [[0.036, 2.161, -0.198], [-0.218, 0.989, 0.615], [-0.793, -0.257, 0.126], [-1.137, -1.103, 1.368], [-2.054, 0.068, -0.513], [0.115, -0.988, -0.864], [1.704, -1.002, -0.362], [2.462, 0.154, -0.090], [-0.183, 3.057, 0.393], [-0.581, 2.220, -1.098], [1.081, 2.203, -0.513], [0.483, 0.845, 1.339], [-1.480, -2.100, 1.072], [-1.922, -0.632, 1.974], [-0.272, -1.231, 2.028], [-1.877, 0.546, -1.389], [-2.533, 0.736, 0.087], [-0.198, -2.034, -0.971], [0.073, -0.550, -1.868], [1.748, -1.650, 0.513], [2.183, -1.501, -1.209], [3.363, 0.068, -0.438]],
  "e_above_lowest_kcal_mol": 50.7,
  "homo_ev": -8.08,
  "lumo_ev": 0.779
}

---

(4)
{
  "formula": "C5H14N2O",
  "method": "the ωB97M-V functional and the def2-TZVPD basis",
  "elements": ["C", "C", "C", "C", "N", "H", "H", "H", "H", "H", "H", "H", "H", "H", "C", "O", "N", "H", "H", "H", "H", "H"],
  "positions_angstrom": [[-0.232, 3.029, 0.107], [0.605, 1.791, -0.066], [1.278, 1.513, -1.217], [2.527, 0.679, -1.241], [1.148, 2.299, -2.368], [-0.742, 3.021, 1.067], [0.352, 3.953, 0.078], [-0.941, 3.146, -0.715], [1.048, 1.419, 0.847], [2.763, 0.281, -0.258], [2.441, -0.086, -2.017], [3.400, 1.263, -1.546], [0.403, 2.977, -2.385], [1.658, 2.029, -3.196], [-1.184, -4.154, 1.413], [-2.451, -3.302, 1.000], [-2.991, -2.361, 1.943], [-1.016, -4.197, 2.490], [-0.375, -3.793, 0.778], [-1.480, -5.183, 1.217], [-3.890, -2.734, 2.240], [-2.321, -1.593, 1.827]],
  "e_above_lowest_kcal_mol": 126.1,
  "homo_ev": -7.71,
  "lumo_ev": 0.900
}

---

(5)
{
  "formula": "C5H14N2O",
  "method": "the ωB97M-V functional and the def2-TZVPD basis",
  "elements": ["C", "C", "C", "N", "N", "C", "C", "O", "H", "H", "H", "H", "H", "H", "H", "H", "H", "H", "H", "H", "H", "H"],
  "positions_angstrom": [[-2.112, -1.361, -0.009], [-1.417, -0.281, -0.826], [-0.745, 1.067, 0.324], [-0.435, 2.143, -0.547], [0.333, 0.473, 1.040], [1.164, -0.480, 0.330], [2.364, 0.154, -0.354], [1.535, -1.519, 1.197], [-2.684, -2.038, -0.644], [-2.803, -0.917, 0.709], [-1.392, -1.950, 0.560], [-2.154, 0.352, -1.322], [-0.888, -0.683, -1.693], [-1.516, 1.372, 1.035], [0.174, 1.880, -1.308], [-0.068, 2.957, -0.066], [-0.026, 0.009, 1.867], [0.383, -0.894, -0.468], [2.061, 0.913, -1.071], [3.006, 0.644, 0.385], [2.935, -0.615, -0.873], [2.285, -1.227, 1.731]],
  "e_above_lowest_kcal_mol": 67.0,
  "homo_ev": -8.60,
  "lumo_ev": 1.009
}

---

(6)
{
  "formula": "C5H14N2O",
  "method": "the ωB97M-V functional and the def2-TZVPD basis",
  "elements": ["C", "N", "C", "C", "O", "H", "H", "H", "H", "H", "H", "H", "H", "H", "C", "C", "N", "H", "H", "H", "H", "H"],
  "positions_angstrom": [[-2.254, -0.177, -0.186], [-1.112, 0.710, -0.053], [-0.006, 0.425, -0.904], [-0.322, 0.227, -2.382], [0.962, 1.442, -0.734], [-2.979, 0.078, 0.586], [-1.979, -1.235, -0.060], [-2.742, -0.048, -1.153], [-0.674, 0.482, 0.991], [0.526, -0.500, -0.491], [-0.898, -0.679, -2.548], [0.605, 0.163, -2.947], [-0.900, 1.075, -2.745], [0.481, 2.279, -0.776], [0.341, -0.432, 2.229], [1.364, -0.966, 1.501], [2.550, -0.307, 1.256], [0.480, 0.520, 2.722], [-0.357, -1.101, 2.707], [1.394, -2.031, 1.299], [3.060, -0.627, 0.445], [2.461, 0.700, 1.240]],
  "e_above_lowest_kcal_mol": 61.6,
  "homo_ev": -8.21,
  "lumo_ev": 1.036
}

---

(7)
{
  "formula": "C5H14N2O",
  "method": "the ωB97M-V functional and the def2-TZVPD basis",
  "elements": ["N", "C", "C", "N", "C", "C", "C", "O", "H", "H", "H", "H", "H", "H", "H", "H", "H", "H", "H", "H", "H", "H"],
  "positions_angstrom": [[1.225, 0.387, 1.647], [0.267, 1.475, 1.381], [-1.160, 0.937, 1.377], [-1.203, -0.251, 0.548], [-0.980, -0.051, -0.882], [-0.307, -1.285, -1.504], [1.225, -1.109, -1.787], [1.872, -0.024, -1.150], [1.522, 0.376, 2.624], [0.726, -0.476, 1.452], [0.366, 2.301, 2.084], [0.475, 1.822, 0.377], [-1.455, 0.672, 2.400], [-1.872, 1.703, 1.061], [-2.029, -0.823, 0.664], [-0.289, 0.770, -1.023], [-1.912, 0.190, -1.399], [-0.748, -1.507, -2.475], [-0.486, -2.149, -0.867], [1.322, -0.933, -2.849], [1.717, -2.033, -1.486], [1.724, 0.008, -0.190]],
  "e_above_lowest_kcal_mol": 45.4,
  "homo_ev": -9.00,
  "lumo_ev": 1.034
}

---

(8)
{
  "formula": "C5H14N2O",
  "method": "the ωB97M-V functional and the def2-TZVPD basis",
  "elements": ["C", "C", "N", "C", "O", "H", "H", "H", "H", "H", "H", "H", "C", "C", "N", "H", "H", "H", "H", "H", "H", "H"],
  "positions_angstrom": [[-0.572, -1.199, -1.137], [2.339, -2.366, 1.011], [-0.447, -0.264, -0.029], [1.905, -0.920, 0.891], [2.626, -0.001, 1.171], [-0.919, -0.541, 0.820], [0.207, -0.977, -1.864], [-0.445, -2.220, -0.781], [-1.541, -1.081, -1.629], [3.368, -2.451, 1.367], [1.673, -2.886, 1.701], [2.255, -2.849, 0.036], [-0.315, 2.167, -0.946], [-2.165, 1.667, 0.475], [-1.331, 1.201, -0.606], [0.684, -0.010, 0.368], [0.342, 1.756, -1.713], [-2.902, 0.903, 0.732], [0.309, 2.476, -0.086], [-0.781, 3.082, -1.331], [-1.593, 1.938, 1.383], [-2.696, 2.576, 0.168]],
  "e_above_lowest_kcal_mol": 156.2,
  "homo_ev": [-5.86, -5.86],
  "lumo_ev": [0.721, 0.721]
}

---

(9)
{
  "formula": "C5H14N2O",
  "method": "the ωB97M-V functional and the def2-TZVPD basis",
  "elements": ["C", "C", "C", "N", "C", "C", "N", "H", "H", "H", "H", "H", "H", "H", "H", "H", "H", "H", "H", "O", "H", "H"],
  "positions_angstrom": [[1.114, 1.397, 0.292], [0.134, 0.610, -0.507], [0.305, 0.097, -1.680], [1.420, -0.279, -2.427], [-1.266, 0.689, 0.044], [-1.288, 0.364, 1.499], [-2.652, -0.195, 1.808], [1.143, 2.512, 0.146], [2.117, 1.320, -0.136], [0.973, 1.114, 1.348], [-0.575, -0.286, -2.414], [1.404, 0.247, -3.357], [2.342, -0.185, -2.051], [-1.889, -0.091, -0.598], [-1.761, 1.721, -0.060], [-0.421, -0.297, 1.938], [-1.349, 1.379, 2.229], [-2.960, -0.928, 1.167], [-2.655, -0.618, 2.697], [1.909, -2.092, 0.620], [1.693, -3.047, 0.590], [1.300, -1.729, -0.017]],
  "e_above_lowest_kcal_mol": 82.2,
  "homo_ev": -8.38,
  "lumo_ev": 0.804
}

---

(10)
{
  "formula": "C5H14N2O",
  "method": "the ωB97M-V functional and the def2-TZVPD basis",
  "elements": ["C", "N", "C", "C", "C", "C", "N", "H", "H", "H", "H", "H", "H", "H", "H", "H", "H", "H", "H", "O", "H", "H"],
  "positions_angstrom": [[-0.980, 3.304, 0.155], [-1.348, 2.193, -0.686], [-0.852, 0.915, -0.444], [-1.588, -0.195, -0.555], [-1.103, -1.628, -0.697], [0.382, -1.778, -0.418], [1.111, -1.473, -1.643], [0.082, 3.458, 0.149], [-1.554, 4.194, -0.096], [-1.172, 3.173, 1.213], [-2.358, 2.170, -0.785], [0.222, 0.852, -0.292], [-2.633, -0.018, -0.822], [-1.304, -1.921, -1.724], [-1.710, -2.204, -0.032], [0.636, -1.200, 0.482], [0.626, -2.811, -0.145], [2.086, -1.228, -1.631], [0.569, -0.918, -2.283], [3.541, -1.290, 3.405], [4.371, -1.640, 3.065], [2.974, -1.956, 3.785]],
  "e_above_lowest_kcal_mol": 58.7,
  "homo_ev": -7.79,
  "lumo_ev": 0.870
}

---

(11)
{
  "formula": "C5H14N2O",
  "method": "the ωB97M-V functional and the def2-TZVPD basis",
  "elements": ["C", "N", "C", "C", "C", "N", "C", "O", "H", "H", "H", "H", "H", "H", "H", "H", "H", "H", "H", "H", "H", "H"],
  "positions_angstrom": [[1.472, -1.154, -2.218], [1.312, -0.971, -0.772], [-0.002, -1.221, -0.220], [-0.411, -0.172, 0.811], [-1.563, -0.646, 1.716], [-0.781, 1.088, 0.125], [0.171, 2.164, 0.203], [-0.002, 2.891, 1.420], [2.506, -0.952, -2.462], [0.886, -0.387, -2.692], [1.138, -2.144, -2.536], [2.018, -1.324, -0.151], [-0.103, -2.234, 0.215], [-0.756, -1.269, -1.017], [0.430, 0.134, 1.409], [-1.623, -1.734, 1.726], [-1.371, -0.319, 2.735], [-2.497, -0.199, 1.391], [-1.072, 0.938, -0.829], [-0.002, 2.797, -0.675], [1.209, 1.841, 0.259], [-0.958, 2.873, 1.562]],
  "e_above_lowest_kcal_mol": 48.1,
  "homo_ev": -8.52,
  "lumo_ev": 1.015
}

---

Copy entry 1 word for word.
{
  "formula": "C5H14N2",
  "method": "the ωB97M-V functional and the def2-TZVPD basis",
  "elements": ["C", "N", "C", "C", "C", "C", "N", "H", "H", "H", "H", "H", "H", "H", "H", "H", "H", "H", "H", "H", "H"],
  "positions_angstrom": [[1.977, -0.425, 2.058], [0.746, -0.104, 2.268], [-0.424, -0.608, 1.403], [-0.852, 0.508, 0.398], [-0.628, -0.021, -1.026], [0.746, -0.476, -1.500], [-1.177, 1.029, -2.047], [2.659, 0.255, 2.547], [2.262, -1.223, 1.390], [0.445, 0.258, 3.169], [-0.072, -1.526, 0.943], [-1.088, -0.778, 2.244], [-1.927, 0.623, 0.502], [-0.164, 1.327, 0.575], [-1.435, -0.760, -1.194], [0.979, -1.423, -0.997], [0.701, -0.715, -2.559], [1.525, 0.265, -1.306], [-0.852, 1.989, -1.914], [-2.194, 0.986, -1.901], [-1.227, 0.820, -3.051]],
  "e_above_lowest_kcal_mol": 27.6,
  "homo_ev": -20.67,
  "total_charge": 2,
  "lumo_ev": -8.796
}